(1)
C2H6F2NP | the ωB97M-V functional and the def2-TZVPD basis

```
12
Properties=species:S:1:pos:R:3:mulliken_charge:R:1
C -0.42588 -0.83143 -1.08209 -0.7968
C 0.54835 0.87317 0.28978 -0.5761
N 0.63503 0.01969 -0.84621 -0.4035
F 3.14651 -0.77282 1.20425 -0.2516
F 2.19135 -2.70354 0.38372 -0.2511
P 2.90924 -1.38511 -0.27251 0.5395
H -1.20625 -0.38416 -1.70508 0.3303
H -0.20514 -1.75707 -1.81863 0.2271
H -0.84694 -1.28446 -0.18554 0.3658
H -0.25328 0.76804 0.94289 0.3635
H 1.44217 0.60196 0.86840 0.1643
H 0.70427 1.92325 0.04894 0.2886
```

Computed properties:
HOMO (spin up / spin down): -7.837 / -8.997 eV
HOMO-LUMO gap (spin up / spin down): 0.280 / 0.319 hartree
Net charge: 0
DFT total energy: -18383.3108 eV


(2)
C15H43BrN13O7 | the ωB97M-V functional and the def2-TZVPD basis

```
79
Properties=species:S:1:pos:R:3:mulliken_charge:R:1
Br 6.69506 21.30270 25.52880 -0.9113
C 3.58512 24.52894 21.89941 -1.8219
C 3.86570 24.61174 23.44760 0.8719
C 3.05644 25.93122 23.93967 -0.8506
C 1.63258 25.52406 24.26711 -0.9301
C 1.49403 24.38225 25.30774 -0.4960
C 2.18858 23.16669 24.63608 0.8483
N 3.58958 23.36764 24.20743 1.4763
O 4.14886 22.21764 23.64949 0.0618
C 2.30883 22.19418 25.83716 -1.5807
C 1.29324 22.44598 23.58861 -1.4233
C 5.35859 25.02937 23.55228 -1.6816
H 2.53770 24.45162 21.60780 0.3101
H 4.09137 23.72468 21.36558 0.2970
H 4.00496 25.47389 21.55458 0.5510
H 3.44036 26.40624 24.84248 0.3703
H 2.94720 26.67006 23.14576 0.3832
H 1.00337 25.30461 23.40454 0.3691
H 1.19008 26.44576 24.64493 0.4623
H 0.42622 24.19042 25.41297 0.4571
H 1.89213 24.68026 26.27769 -0.0092
H 2.62255 21.21440 25.47701 0.3463
H 3.04907 22.53124 26.56278 0.1127
H 1.38854 22.07864 26.40972 0.4473
H 1.09923 23.16308 22.79097 0.3428
H 1.81271 21.60538 23.12858 0.0869
H 0.43671 21.97127 24.06727 0.4347
H 5.65784 25.70143 22.74799 0.4028
H 5.87266 24.07931 23.40659 0.3866
H 5.59150 25.41005 24.54674 0.2913
H 4.95718 22.14586 24.16238 -0.2159
C 8.58759 18.37678 23.25812 0.7251
O 7.58116 17.71974 23.59797 -0.6193
N 9.67849 17.88581 22.70091 -0.4492
N 8.75200 19.61367 23.54799 -0.1626
H 10.48881 18.48534 22.76444 0.1357
H 9.56659 16.96700 22.29671 0.2659
H 8.05675 20.14371 24.05372 -0.1622
H 9.66856 19.98543 23.34354 0.1395
C 9.63041 23.23700 28.25335 0.6455
O 10.22414 23.80482 29.12882 -0.7056
N 9.90600 22.03834 27.81593 -0.3144
N 8.54279 23.75391 27.66338 -0.1271
H 9.19606 21.63742 27.21982 0.1255
H 10.52225 21.44671 28.35472 0.2163
H 8.04700 23.23022 26.95625 0.0123
H 8.15554 24.64933 27.92483 0.1387
C 6.79864 17.41530 27.32915 0.5657
O 6.77211 16.68855 28.31858 -0.7672
N 7.88516 17.82594 26.79149 -0.1901
N 5.79087 18.05416 26.77058 -0.0721
H 7.93620 18.47150 26.01641 0.0653
H 8.69977 17.49174 27.28627 0.1837
H 4.91057 18.13594 27.25894 0.2004
H 6.04257 18.82885 26.17341 -0.0320
C 3.66948 18.52190 23.14412 0.5827
O 3.26582 17.37877 23.10817 -0.8013
N 4.47524 18.79435 24.07667 0.1558
N 3.35040 19.43815 22.33557 -0.1876
H 4.94081 18.02756 24.54075 0.1764
H 4.86033 19.72764 24.10448 -0.1600
H 2.88185 19.24961 21.46092 0.1990
H 3.82948 20.32500 22.39939 0.0853
C 5.17127 25.03453 28.05380 0.3966
O 6.21998 25.37626 28.57070 -0.7630
N 4.97203 24.08555 27.09825 0.5893
N 4.06714 25.33457 28.62496 -0.3058
H 5.84789 23.71477 26.75839 -0.2179
H 4.06322 23.86878 26.71463 -0.3430
H 4.05915 25.81735 29.51206 0.2235
H 3.24735 24.99555 28.14213 0.1010
C 5.00557 20.37484 29.06942 0.7450
O 4.69798 19.98469 30.21390 -0.8131
N 6.11097 20.90955 28.81490 0.0800
N 4.21397 20.35671 28.06854 -0.0093
H 6.88130 21.04840 29.45319 0.1700
H 6.30250 21.14610 27.85184 -0.2321
H 4.55080 20.94757 27.32187 -0.0936
H 3.23439 20.24477 28.28759 0.2154
```

Computed properties:
HOMO: -6.638 eV
HOMO-LUMO gap: 0.322 hartree
Net charge: -1
DFT total energy: -120004.6381 eV


(3)
C4H8N2O2 | the ωB97M-V functional and the def2-TZVPD basis

```
16
Properties=species:S:1:pos:R:3:mulliken_charge:R:1
C -1.04591 -1.44319 -0.18915 0.5202
C -1.04224 0.05420 -0.34571 0.0812
C -1.06885 0.84593 0.91793 -0.9772
O -0.54318 -1.84309 0.98839 -0.4168
O -1.27464 -2.21290 -1.08792 -0.5899
H -0.50955 -2.81151 1.00861 0.3322
H -1.81322 0.33194 -1.06420 0.3627
H -1.69177 0.41636 1.69796 0.3247
H -1.37525 1.87501 0.74288 0.3526
N 1.82870 1.10257 0.54484 -0.5818
C 1.89609 0.68465 -0.61868 0.6719
N 2.48537 0.13196 -1.53589 -0.5567
H 2.04521 2.04718 0.82342 0.2488
H 0.06720 0.93802 1.20528 0.2830
H 2.03269 -0.39047 -2.26372 0.2802
H 0.00935 0.27334 -0.82402 -0.3349
```

Computed properties:
HOMO: -10.243 eV
SMILES: CCC(=O)O.N=C=N
HOMO-LUMO gap: 0.394 hartree
Net charge: 0
DFT total energy: -11351.6203 eV